(1)
Density functional theory data (ωB97M-V with the def2-TZVPD basis set) for C23H27N3O7 in the gas phase.

Cartesian coordinates (Å):
C -1.541164 -1.009613 -0.063192
C -1.800384 -2.480111 0.061990
C 3.261983 -3.166166 0.846348
C -5.317812 2.847318 1.315527
C -1.268567 0.067750 -2.146920
C 3.318506 -1.691250 0.656101
H 3.565749 -3.443054 1.857731
H -1.882950 2.366469 -0.218025
H -2.164162 2.304530 1.535662
C 2.871900 0.512834 0.317800
O 0.486028 -1.796965 1.729109
H -5.826088 2.984450 0.347314
H -5.101473 1.145391 -1.075689
C 0.128331 -0.113100 -1.555486
H -4.042273 -1.092798 -0.766348
H -1.727995 -5.713189 -0.364864
C -1.901977 -4.695702 -0.081006
O 1.167024 0.187229 -2.103346
N -2.140871 -0.470374 -1.267675
C -3.342979 3.791359 0.520310
H 1.246229 -1.968599 2.300528
C -2.785738 -4.242465 0.847807
H 2.256021 -3.537388 0.667867
H -0.499257 -3.508762 -1.351434
C -4.014607 1.074554 -0.968668
H 1.173184 1.753740 0.621796
C -2.646074 2.425483 0.559497
H -6.045557 2.966891 2.119734
H -4.224082 1.318994 2.363721
H 2.027088 2.008538 -0.898917
H 6.743968 3.069555 -1.107443
C -4.660365 1.461849 1.369841
C 4.242708 0.310134 0.322274
H 5.750989 4.342617 -0.334496
C -1.258371 -3.545002 -0.596925
C 2.158610 1.802145 0.163297
C -0.075777 -0.707118 -0.246375
C 6.176032 3.349250 -0.217876
C -3.568964 -0.336224 -1.394127
H -2.641262 4.594910 0.748500
H -3.558749 1.788506 -1.659283
O -2.733556 -2.903534 0.938333
C 0.872630 -1.079546 0.646579
O -4.360177 3.868789 1.497878
C 2.286313 -0.762289 0.527325
O -1.562652 0.610619 -3.191022
H -3.773798 3.962722 -0.478908
H -1.964682 -0.509026 0.817259
H 6.841339 3.313506 0.647627
H 5.409822 -1.416159 0.522407
N -3.586988 1.328058 0.399829
H -3.480512 -4.751463 1.485822
H -5.401720 0.680199 1.198573
C 5.395116 1.181733 0.165919
O 5.078367 2.468114 -0.036496
N 4.478566 -1.028347 0.519791
H 3.939442 -3.659232 0.151046
O 6.536613 0.771690 0.222783
H 2.736060 2.612111 0.599496
H -3.840033 -0.498829 -2.440601

Cartesian forces, eV/Å:
C -0.003 -0.324 0.558
C 0.563 -0.260 -0.654
C 0.120 0.011 0.032
C -0.068 -0.346 0.041
C -0.372 0.147 -0.436
C -0.237 0.002 -0.067
H -0.021 -0.078 0.023
H 0.060 0.013 0.009
H 0.080 0.073 -0.039
C 0.542 0.009 0.087
O -0.078 0.023 -0.103
H 0.000 -0.002 0.075
H 0.012 0.083 -0.039
C 0.778 -0.003 0.099
H -0.002 -0.013 -0.047
H -0.028 -0.242 -0.001
C -0.390 0.050 0.364
O -0.465 -0.015 -0.129
N 0.127 0.120 0.169
C 0.314 -0.163 -0.098
H -0.023 0.175 -0.091
C 0.211 -0.824 -0.288
H -0.033 -0.049 -0.008
H 0.189 0.073 -0.164
C 0.131 -0.471 -0.116
H -0.073 0.038 0.034
C -0.140 0.326 0.053
H -0.038 -0.046 -0.084
H -0.122 -0.020 0.031
H -0.047 0.096 0.006
H -0.039 0.051 0.071
C -0.132 0.302 0.056
C -0.572 0.217 -0.039
H 0.001 -0.055 0.005
C -0.221 0.601 0.272
C 0.057 0.169 -0.136
C -0.014 -0.333 0.580
C 0.450 0.119 -0.012
C -0.293 0.422 -0.275
H -0.002 -0.023 -0.098
H -0.090 0.018 -0.005
O -0.164 0.455 0.243
C -0.146 0.162 -0.335
O 0.034 0.011 0.108
C 0.400 -0.231 0.181
O 0.114 0.070 -0.035
H 0.044 0.018 0.050
H 0.066 -0.038 -0.136
H -0.057 0.041 -0.091
H -0.061 0.008 0.014
N 0.002 0.061 0.034
H -0.121 0.031 0.128
H -0.028 -0.032 0.065
C 0.296 0.006 0.057
O -0.381 -0.288 0.022
N 0.096 -0.083 0.016
H 0.000 -0.097 -0.034
O -0.109 0.075 -0.049
H -0.091 0.057 0.052
H -0.023 -0.098 0.072

Properties
frontier orbital gap: 8.130 eV
structure (SMILES): COC(=O)c1[nH]c(C)c(/C(O)=C2\C(=O)C(=O)N(CCN3CCOCC3)[C@H]2c2ccco2)c1C
total energy: -1583.5823 a.u.

---

(2)
Density functional theory data (ωB97M-V with the def2-TZVPD basis set) for a molecular structure, C6H16F3LiN2O8S in a non-equilibrium geometry.

Cartesian coordinates (Å):
F 4.544892 -0.135874 -1.962971
N -2.096035 -1.043294 -3.422736
O -0.476885 1.369320 0.783630
H -4.108569 0.400881 -3.090182
C 3.588981 -0.360120 -1.057601
H 0.781427 -0.369231 3.136121
F 3.707481 0.575562 -0.094179
H -0.774193 -3.905811 2.254483
O 1.052875 -0.625175 -0.712087
O -1.118968 -2.604602 0.647055
C 0.613598 3.424021 1.508896
H 1.503694 1.468200 1.336586
H -1.407521 -1.488352 2.991826
H -0.524886 4.979478 1.235259
H 0.677608 -3.144846 1.551990
O 0.477514 -0.830731 2.350631
H -1.219391 -1.518919 -3.545113
H -0.046525 -2.221283 3.805342
H -2.601807 -0.829041 -4.263962
H -3.857328 0.733560 -1.391857
O -1.687943 -0.526934 -1.263017
C -2.424363 -0.444812 -2.243193
H -1.637785 -3.359210 0.363757
N -3.594970 0.270292 -2.239137
Li -0.486509 -0.640558 0.403627
O -0.324776 4.183440 0.735730
O 1.828863 1.121946 -2.226873
H 0.265315 3.367393 2.544622
F 3.818593 -1.553866 -0.499882
S 1.915059 -0.258691 -1.826354
H -1.087255 1.908374 0.269161
C 0.743784 2.079188 0.845732
H 1.610483 3.879300 1.480292
C -0.376829 -2.994057 1.803564
C -0.398650 -1.886775 2.826096
H 1.169158 2.226766 -0.155178
O 1.951877 -1.245525 -2.880069

Cartesian forces, eV/Å:
F 0.037 -0.002 0.049
N -0.578 0.011 -0.311
O -0.415 -0.084 0.241
H -0.168 0.133 0.163
C -0.169 0.166 -0.149
H 0.063 0.328 -0.241
F 0.073 -0.110 0.042
H -0.059 0.001 -0.099
O 0.196 -0.071 0.358
O 0.214 -0.036 0.619
C -0.045 0.043 -0.218
H -0.314 -0.104 0.280
H -0.009 -0.075 -0.242
H -0.082 0.055 -0.132
H -0.109 -0.177 -0.205
O -0.626 -0.774 0.311
H 0.224 0.187 0.396
H 0.101 -0.313 -0.161
H -0.002 -0.026 0.051
H -0.046 0.101 -0.027
O -0.880 0.039 0.049
C 0.892 0.169 0.125
H -0.045 0.187 -0.326
N 0.424 -0.503 -0.208
Li 0.217 0.399 -0.832
O 0.151 -0.047 0.225
O -0.083 0.121 -0.003
H 0.051 -0.178 0.023
F -0.001 -0.019 0.050
S 0.070 -0.417 -0.235
H 0.027 -0.003 -0.079
C 0.844 0.152 -0.401
H -0.080 0.123 0.106
C 0.248 -0.032 0.470
C 0.257 0.604 0.274
H -0.331 0.006 -0.048
O -0.047 0.147 0.086

Properties
frontier orbital gap: 8.858 eV
total energy: -1655.0934 a.u.

---

(3)
Density functional theory data (ωB97M-V with the def2-TZVPD basis set) for 2 unconnected molecules or ions with the total composition C2H8NO in a non-equilibrium geometry.

Cartesian coordinates (Å):
N -1.132892 1.832501 -0.365115
H -1.992862 1.289270 -0.713631
O 0.189719 -0.042717 0.718795
H 1.682767 -1.066745 -1.005070
H -0.350615 2.116428 -0.959489
H 0.987723 0.460941 0.820169
C 0.946140 -1.852306 -0.499886
C 0.531125 -1.423349 0.656708
H -1.402749 2.596056 0.249985
H 0.758109 -2.900826 -0.714111
H -0.725330 1.011965 0.271450
H 0.508866 -2.021218 1.540195

Cartesian forces, eV/Å:
N -1.011 -2.158 1.542
H 1.642 1.678 -0.404
O 0.781 -0.455 1.196
H -2.417 -1.929 -0.252
H -0.845 -0.198 -0.641
H 0.937 0.585 0.467
C 2.076 0.955 -1.210
C -0.876 0.538 -0.115
H -0.257 0.148 -0.198
H 1.278 0.022 -0.253
H -0.111 0.844 -0.765
H -1.197 -0.029 0.633

Properties
total charge: +1
frontier orbital gap: 9.785 eV
total energy: -210.6572 a.u.

---

(4)
Density functional theory data (ωB97M-V with the def2-TZVPD basis set) for a molecular structure, C50H28Cl5N5OPd in a non-equilibrium geometry.

Cartesian coordinates (Å):
H -5.674433 0.230129 5.577244
C -3.164123 0.785781 3.380226
C 3.794907 -3.248231 1.147559
H 6.902172 -5.390520 1.995464
C 4.244609 -0.428939 0.566075
C -4.098777 -6.123120 0.915824
C 4.764180 5.430490 2.793413
C -3.904632 3.085409 -1.194116
C 5.134346 -4.445786 2.758542
N 0.274934 0.386982 2.741116
C -5.236874 1.631148 2.526256
C 3.107936 3.476761 1.696751
C -4.069784 -1.365496 0.233100
N 0.107088 1.847452 0.138724
C 2.624185 -2.360769 0.854059
C -3.866885 1.447956 2.380327
C -1.941609 1.122304 -0.860758
C -1.164198 2.010183 -0.044256
C 0.790254 2.732983 1.004187
H -2.466422 -5.245272 -0.163324
Cl -3.930751 2.794342 -3.882444
C -2.046642 2.809195 0.817764
C -3.383625 2.409028 -2.295148
Cl -5.158955 4.160118 -1.543936
C 3.084124 4.783552 1.202250
C 5.805312 -4.381519 0.452873
C -3.806584 0.351888 4.527504
C 3.919014 5.748439 1.737002
C 1.362489 -2.858401 1.018612
C -0.250933 -4.384097 1.458221
C -1.348013 3.832397 1.704466
C -5.884317 1.197761 3.674718
H -3.245199 -0.148373 5.305989
C 4.783388 4.140801 3.303162
Cl -4.262487 4.298785 1.234985
H 5.146824 -1.010860 0.480926
C 1.071134 -4.254703 1.346427
C 2.221268 2.444382 1.122588
H -1.665552 4.837683 1.431558
H -5.816682 -4.619958 3.414338
Pd 0.035820 -0.219772 0.716355
H 1.819702 -5.021157 1.460590
C 2.906653 -0.987049 0.598995
H 4.518488 -3.289875 -0.872711
C -5.039533 -5.951776 1.921036
H -0.803219 -5.272706 1.713817
H 3.318113 -3.404825 3.234393
H 5.405316 6.189983 3.220169
N 0.161106 -2.188182 0.901644
H 0.695741 4.380482 2.297163
C -3.198957 1.803919 1.084880
C -3.178064 -5.120980 0.644871
C -2.720148 -1.561180 0.797399
C -4.158541 -0.114799 -0.207883
N 2.011536 0.006960 0.603173
H -4.084895 -7.036767 0.336523
C -3.196985 -3.933237 1.370991
Cl -1.760426 3.704104 3.448621
C -2.203724 -2.849293 1.129692
C -0.861877 -3.085543 1.168996
C -2.331943 1.479777 -2.157761
H 3.919547 6.748459 1.324955
H -5.002602 0.356361 -0.691710
C 4.698094 -3.601747 0.150360
H 6.490897 -4.670100 -0.332829
H -4.196614 -2.826558 2.918195
C -4.170966 -3.753451 2.352673
C -3.506477 3.036977 0.278265
C 4.131566 0.902540 0.699905
C -5.081173 -4.760980 2.633436
H 2.444951 5.029262 0.362281
H 5.308954 -4.759930 3.779081
H -5.745901 -6.740592 2.142627
H -2.099318 0.633372 3.272780
O 0.907465 -0.242622 3.399108
C 3.967912 3.165030 2.750532
H -5.811557 2.104122 1.740058
C 4.015951 -3.683205 2.452206
H 5.431231 3.894146 4.133308
C 0.146299 3.698850 1.662451
C 6.031022 -4.794542 1.758177
H 4.923272 1.633615 0.710159
C -2.911974 0.606864 0.164331
H -4.804295 -2.151602 0.153896
Cl -1.518622 0.884200 -3.511100
H -6.949299 1.355190 3.781935
N -2.050268 -0.434408 0.808153
C -5.170971 0.563975 4.679832
C 2.720800 1.227379 0.781860
H 3.972422 2.161604 3.159856

Cartesian forces, eV/Å:
H 0.000 0.014 -0.005
C 0.011 0.047 0.047
C -0.018 0.082 -0.108
H -0.012 0.003 -0.006
C 0.087 -0.108 -0.006
C 0.019 -0.009 0.000
C -0.009 -0.004 0.013
C 0.292 -0.236 -0.118
C -0.021 -0.001 -0.021
N 0.188 -0.191 0.249
C -0.080 -0.070 -0.048
C -0.003 0.067 -0.144
C 0.045 -0.137 0.023
N -0.145 -0.043 0.052
C 0.204 -0.066 0.043
C 0.048 0.060 -0.099
C -1.086 -0.043 -0.366
C 0.868 -0.405 0.207
C 0.022 -0.066 -0.045
H 0.025 -0.030 0.044
Cl -0.058 -0.154 0.089
C 0.072 -0.048 -0.109
C -0.552 -0.094 0.047
Cl -0.244 0.089 0.020
C 0.042 0.001 -0.116
C -0.002 0.017 -0.032
C -0.008 -0.033 -0.015
C 0.012 0.003 -0.008
C -0.189 -0.105 -0.089
C -0.081 0.017 0.036
C -0.036 0.014 -0.018
C -0.015 -0.010 -0.016
H -0.001 0.014 0.001
C -0.001 -0.013 -0.013
Cl 0.092 0.106 -0.020
H -0.024 0.002 0.004
C 0.066 0.033 -0.021
C -0.068 0.096 -0.018
H 0.022 0.016 -0.072
H -0.002 0.002 -0.015
Pd 0.028 -0.097 -0.173
H 0.023 0.048 0.023
C 0.040 0.178 0.380
H 0.033 0.021 0.019
C -0.020 0.011 -0.016
H -0.035 0.032 -0.029
H 0.022 -0.003 0.005
H 0.002 -0.003 -0.007
N 0.064 0.015 -0.018
H -0.013 -0.006 0.006
C -0.076 -0.207 0.367
C -0.064 0.025 -0.148
C -0.119 -0.008 -0.223
C 0.146 -0.027 0.032
N -0.030 -0.089 0.123
H 0.016 0.002 0.013
C 0.091 0.022 0.086
Cl -0.031 -0.036 0.034
C -0.267 -0.042 0.052
C 0.184 0.003 0.155
C 0.252 -0.133 0.246
H -0.017 0.001 0.011
H 0.009 -0.041 0.012
C -0.066 -0.110 -0.106
H 0.000 0.023 0.005
H -0.007 -0.029 0.008
C 0.045 -0.002 0.095
C 0.200 0.157 -0.042
C -0.078 -0.026 -0.022
C 0.013 0.036 -0.001
H -0.021 0.010 0.039
H -0.017 -0.021 -0.014
H -0.001 0.012 -0.013
H 0.029 0.022 0.019
O -0.153 0.114 -0.126
C -0.055 -0.018 0.079
H 0.004 0.025 0.026
C 0.048 0.083 0.026
H 0.004 -0.005 -0.007
C -0.068 0.049 0.148
C -0.022 -0.013 0.038
H -0.019 0.002 0.022
C -0.360 0.605 -0.154
H 0.018 0.017 0.016
Cl 0.515 0.472 -0.116
H 0.012 0.002 -0.014
N 0.089 0.163 -0.071
C 0.030 -0.015 -0.010
C 0.141 -0.044 -0.120
H 0.015 0.011 -0.005

Properties
total charge: +2
frontier orbital gap (spin up / spin down): 4.830 / 4.788 eV
total energy: -4699.2683 a.u.

---

(5)
Density functional theory data (ωB97M-V with the def2-TZVPD basis set) for C7H12 in the gas phase in a non-equilibrium geometry.

Cartesian coordinates (Å):
H -0.642526 -0.351850 0.929584
H 4.364822 -1.023876 1.471732
H -3.122825 0.332845 1.216232
H -4.080347 0.718360 -0.221420
H 0.381736 -0.213448 -1.960568
H -2.814872 1.830448 0.322292
H -2.046025 0.483593 -1.663860
C 3.849797 -0.154558 1.038994
H -2.359908 -1.005497 -0.781704
C -3.076382 0.771437 0.212187
C 0.363632 -0.658387 -0.961567
H 4.541372 0.609647 0.613202
C -2.055133 0.042844 -0.657193
C 2.739635 -0.469324 0.169999
C 1.708797 -0.620916 -0.418841
H 0.055264 -1.701194 -1.080240
C -0.643942 0.088662 -0.076840
H 3.158419 0.188480 1.809356
H -0.321520 1.132743 0.038651

Cartesian forces, eV/Å:
H 0.028 0.051 -0.162
H 0.019 0.250 -0.497
H 0.018 0.068 -0.146
H 0.134 0.014 0.062
H -0.139 -0.049 -0.031
H -0.031 -0.150 -0.007
H -0.004 -0.069 0.135
C -0.303 0.049 0.300
H 0.045 0.139 0.007
C -0.045 0.028 0.033
C -0.190 -0.056 -0.183
H -0.579 -0.571 0.625
C -0.026 -0.016 -0.036
C 0.161 -0.591 -1.133
C -0.019 0.114 0.163
H -0.091 0.041 -0.058
C -0.071 0.009 -0.004
H 1.124 0.914 0.962
H -0.031 -0.175 -0.028

Properties
frontier orbital gap: 10.174 eV
structure (SMILES): CC#CCCCC
total energy: -273.8467 a.u.